Density functional theory data (ωB97M-V/def2-TZVPD) for a cluster of 10 separate species, C20H61NO10 in total in a non-equilibrium geometry.

Each line ends with the Löwdin charge.
Element x y z (Å)
C (-4.646, 1.421, -4.293)  -0.137
O (-4.866, 2.628, -3.647)  -0.199
C (-3.785, 2.994, -2.754)  -0.187
C (-3.722, 2.240, -1.500)  -0.486
C (-4.977, 2.245, -0.629)  -0.031
N (-2.574, 2.653, -0.720)  0.066
H (-5.411, 1.378, -5.090)  0.096
H (-4.790, 0.598, -3.564)  0.076
H (-3.638, 1.401, -4.741)  0.092
H (-2.864, 3.011, -3.334)  0.125
H (-4.074, 4.036, -2.527)  0.139
H (-3.516, 1.195, -1.706)  0.105
H (-4.753, 1.633, 0.232)  0.065
H (-5.796, 1.878, -1.228)  0.071
H (-5.197, 3.275, -0.235)  0.100
H (-2.609, 2.191, 0.170)  0.012
H (-1.687, 2.392, -1.187)  0.074
C (1.779, -1.849, -5.216)  -0.067
C (0.956, -1.792, -3.918)  -0.277
O (1.344, -0.583, -3.266)  -0.122
H (2.863, -1.909, -5.032)  0.077
H (1.567, -0.935, -5.773)  0.081
H (1.516, -2.702, -5.786)  0.055
H (1.158, -2.629, -3.262)  0.108
H (-0.080, -1.733, -4.190)  0.104
H (0.585, -0.232, -2.760)  0.062
C (2.701, -2.510, 4.009)  -0.073
C (1.413, -1.818, 3.612)  -0.298
O (1.329, -0.547, 4.257)  -0.105
H (2.541, -2.743, 5.069)  0.083
H (3.540, -1.805, 4.024)  0.081
H (2.997, -3.397, 3.450)  0.074
H (0.526, -2.372, 3.906)  0.100
H (1.350, -1.608, 2.491)  0.113
H (2.136, -0.045, 4.070)  0.060
C (2.762, -2.747, 0.003)  -0.090
C (4.121, -3.210, -0.324)  -0.379
O (4.375, -3.459, -1.673)  -0.085
H (2.632, -2.642, 1.092)  0.046
H (2.020, -3.452, -0.367)  0.084
H (2.650, -1.691, -0.393)  0.074
H (4.281, -4.173, 0.177)  0.114
H (4.860, -2.504, 0.076)  0.114
H (4.484, -2.569, -2.103)  0.065
C (1.895, 2.977, 2.521)  -0.089
C (3.095, 2.093, 2.410)  -0.326
O (3.420, 1.475, 3.647)  -0.084
H (1.004, 2.438, 2.833)  0.067
H (1.693, 3.456, 1.562)  0.084
H (2.172, 3.780, 3.212)  0.083
H (3.952, 2.664, 2.008)  0.120
H (2.905, 1.278, 1.689)  0.102
H (3.581, 2.225, 4.233)  0.096
C (0.415, 0.937, 0.046)  -0.074
C (-0.649, -0.113, -0.173)  -0.269
O (-0.925, -0.195, -1.591)  -0.101
H (1.355, 0.642, -0.481)  0.080
H (0.616, 0.845, 1.110)  0.057
H (0.160, 1.931, -0.227)  0.062
H (-1.515, 0.199, 0.395)  0.087
H (-0.276, -1.078, 0.171)  0.112
H (-1.399, -0.991, -1.831)  0.043
C (5.972, 0.423, -1.855)  -0.068
C (4.452, 0.220, -1.837)  -0.327
O (4.008, -0.824, -2.685)  -0.121
H (6.272, 0.940, -2.766)  0.073
H (6.499, -0.540, -1.873)  0.076
H (6.290, 0.945, -0.962)  0.066
H (3.927, 1.166, -2.106)  0.119
H (3.996, 0.048, -0.826)  0.093
H (3.035, -0.675, -2.774)  0.051
C (-3.503, -0.996, 3.928)  -0.084
C (-1.987, -1.217, 3.764)  -0.332
O (-1.338, 0.027, 4.010)  -0.115
H (-3.739, -0.560, 4.906)  0.076
H (-4.075, -1.971, 3.831)  0.089
H (-3.825, -0.340, 3.081)  0.072
H (-1.713, -1.646, 2.781)  0.109
H (-1.744, -2.018, 4.475)  0.103
H (-0.346, -0.096, 4.103)  0.067
C (-4.148, -2.094, -1.595)  -0.126
O (-2.760, -2.426, -1.638)  -0.133
H (-4.743, -2.836, -1.051)  0.078
H (-4.263, -1.082, -1.181)  0.071
H (-4.527, -2.059, -2.683)  0.101
H (-2.656, -3.331, -1.898)  0.076
C (-2.469, 3.149, 2.676)  -0.136
O (-2.010, 1.967, 2.011)  -0.196
H (-2.989, 3.777, 1.943)  0.071
H (-3.161, 2.939, 3.480)  0.073
H (-1.610, 3.745, 3.063)  0.082
H (-1.846, 1.285, 2.726)  0.058

Atoms 1-3, force components in eV/Å:
C -0.473 -0.449 -0.221
O 0.574 0.688 0.846
C -1.897 1.991 -1.444

* HOMO level: -8.62 eV
* orbital gap: 8.91 eV
* 2S+1: 1
* energy above the lowest of the compared OMol25 structures with the same formula, charge and spin: 0.0 kcal/mol
* SMILES string: COC[C@H](C)N.CCO.CCO.CCO.CCO.CCO.CCO.CCO.CO.CO